8 unconnected molecules or ions with the total composition C75H65F24N2O2PS2 in a non-equilibrium geometry, computed with ωB97M-V with the def2-TZVPD basis set.

```
171
Properties=species:S:1:pos:R:3:lowdin_charge:R:1
N 7.966 2.313 1.428 -0.334
P 7.283 3.520 2.279 0.718
C 5.690 3.968 1.364 -0.311
C 5.520 5.392 0.782 -0.046
C 4.230 5.808 0.016 -0.061
C 3.114 4.760 -0.203 0.025
C 3.237 3.316 0.360 -0.172
C 4.542 2.948 1.166 -0.355
S 4.576 1.200 1.831 0.899
C 2.776 0.940 2.259 -0.319
C 2.285 0.111 3.468 -0.176
C 3.390 -0.600 4.380 -0.182
C 3.144 -2.184 4.324 -0.193
C 3.965 -2.932 3.148 -0.170
C 3.241 -2.900 1.720 -0.069
C 2.217 -4.140 1.485 -0.286
F 2.843 -5.261 0.866 0.051
F 1.906 -4.595 2.829 0.024
C 0.815 -3.714 0.850 -0.293
F 0.345 -2.457 1.357 0.050
F -0.176 -4.660 1.289 0.049
S 0.718 -3.647 -1.013 1.000
F -0.965 -3.829 -0.922 -0.179
F 0.846 -5.294 -1.206 -0.160
F 2.345 -3.367 -1.222 -0.179
F 0.521 -1.962 -0.907 -0.203
F 0.542 -3.522 -2.669 -0.159
C 0.759 -0.036 3.799 -0.010
C -0.308 0.656 2.900 -0.009
C 0.223 1.453 1.665 -0.088
C -0.873 2.163 0.727 -0.119
C -1.990 2.791 1.737 -0.187
O -2.804 3.818 1.072 -0.141
C -3.798 3.182 0.237 -0.103
C -5.248 3.117 0.912 -0.257
F -5.667 4.449 1.283 0.048
F -5.303 2.348 2.105 0.064
C -6.335 2.618 -0.188 -0.204
F -7.575 2.428 0.519 0.051
F -6.469 3.619 -1.194 0.091
C -5.965 1.218 -0.872 -0.211
F -5.029 1.367 -1.955 0.063
F -5.350 0.320 0.068 0.063
C -7.229 0.433 -1.492 -0.131
F -8.136 1.364 -2.087 0.018
F -6.714 -0.413 -2.540 0.013
C 1.727 1.618 1.307 -0.137
N 2.118 2.386 0.109 -0.098
C 2.353 1.477 -1.060 -0.075
C 3.769 1.658 -1.786 -0.271
O 4.092 2.581 -2.572 0.042
C 4.878 0.515 -1.521 -0.105
C 6.355 0.887 -1.151 -0.031
C 7.445 -0.204 -0.890 -0.061
C 7.114 -1.719 -1.029 -0.062
C 5.642 -2.080 -1.398 -0.083
C 4.538 -1.012 -1.642 -0.027
H 8.887 2.650 1.105 -0.042
H 6.971 3.113 3.634 0.000
H 8.160 4.676 2.310 0.013
H 6.335 6.170 0.898 0.072
H 4.079 6.858 -0.388 0.095
H 2.186 5.068 -0.784 0.112
H 3.162 -0.273 5.467 0.121
H 4.463 -0.271 4.174 0.088
H 2.031 -2.414 4.116 0.103
H 3.435 -2.637 5.344 0.118
H 4.320 -3.990 3.452 0.127
H 4.946 -2.326 3.024 0.120
H 4.067 -3.024 0.920 0.118
H 2.760 -1.885 1.527 0.116
H 0.371 -0.647 4.695 0.110
H -1.419 0.561 3.165 0.101
H -1.367 1.432 -0.017 0.119
H -0.469 3.045 0.127 0.118
H -2.687 1.964 2.124 0.115
H -1.470 3.301 2.627 0.147
H -3.500 2.108 -0.054 0.130
H -3.925 3.743 -0.764 0.164
H -7.749 -0.266 -0.744 0.188
H 1.549 1.573 -1.888 0.146
H 2.345 0.398 -0.642 0.117
H 6.702 1.972 -1.020 0.090
H 8.528 0.054 -0.597 0.090
H 7.875 -2.541 -0.845 0.086
H 5.408 -3.203 -1.470 0.084
H 3.472 -1.326 -1.894 0.078
F -11.311 -0.265 5.991 0.061
C -10.585 0.372 5.059 -0.304
C -9.821 1.470 5.424 -0.011
C -9.065 2.127 4.458 -0.068
C -9.090 1.686 3.137 -0.087
C -9.865 0.586 2.782 -0.083
C -10.613 -0.079 3.749 -0.040
H -9.820 1.804 6.455 0.118
H -8.457 2.982 4.734 0.108
H -8.505 2.201 2.386 0.076
H -9.887 0.246 1.752 0.102
H -11.215 -0.942 3.491 0.122
F 6.639 -8.371 -1.626 0.059
C 5.361 -8.766 -1.511 -0.289
C 5.051 -10.112 -1.630 -0.018
C 3.727 -10.521 -1.506 -0.078
C 2.728 -9.579 -1.274 -0.088
C 3.051 -8.230 -1.161 -0.075
C 4.375 -7.821 -1.274 -0.016
H 5.841 -10.829 -1.819 0.116
H 3.474 -11.573 -1.589 0.105
H 1.695 -9.899 -1.181 0.087
H 2.271 -7.497 -0.984 0.089
H 4.646 -6.776 -1.180 0.110
F 5.370 8.161 -2.082 0.031
C 5.579 7.323 -3.114 -0.275
C 6.311 7.760 -4.207 -0.023
C 6.531 6.892 -5.271 -0.086
C 6.007 5.601 -5.234 -0.089
C 5.269 5.177 -4.133 -0.062
C 5.059 6.041 -3.063 -0.006
H 6.704 8.770 -4.221 0.113
H 7.109 7.220 -6.128 0.103
H 6.176 4.926 -6.067 0.102
H 4.858 4.173 -4.107 0.085
H 4.495 5.724 -2.194 0.064
F -7.523 0.446 -8.438 0.060
C -7.848 1.240 -7.407 -0.290
C -7.442 0.895 -6.127 -0.008
C -7.775 1.722 -5.058 -0.078
C -8.520 2.878 -5.281 -0.090
C -8.927 3.211 -6.569 -0.085
C -8.584 2.391 -7.640 -0.021
H -6.870 -0.012 -5.972 0.117
H -7.456 1.466 -4.058 0.067
H -8.783 3.519 -4.446 0.101
H -9.510 4.110 -6.740 0.104
H -8.885 2.640 -8.651 0.115
F 6.144 7.993 1.553 0.026
C 6.671 9.228 1.442 -0.269
C 6.605 9.893 0.228 -0.006
C 7.144 11.170 0.119 -0.074
C 7.753 11.764 1.222 -0.096
C 7.818 11.085 2.435 -0.084
C 7.269 9.812 2.548 -0.018
H 6.135 9.413 -0.620 0.092
H 7.091 11.702 -0.825 0.107
H 8.178 12.759 1.134 0.101
H 8.296 11.547 3.292 0.105
H 7.303 9.272 3.487 0.115
F 1.007 -12.068 -3.746 0.059
C -0.148 -11.410 -3.565 -0.292
C -0.677 -11.299 -2.289 -0.033
C -1.872 -10.613 -2.100 -0.082
C -2.531 -10.054 -3.193 -0.098
C -1.994 -10.176 -4.471 -0.083
C -0.793 -10.853 -4.659 -0.017
H -0.154 -11.747 -1.452 0.114
H -2.290 -10.514 -1.104 0.105
H -3.466 -9.523 -3.046 0.101
H -2.510 -9.744 -5.322 0.105
H -0.356 -10.949 -5.646 0.117
F -6.154 -5.929 4.316 0.061
C -7.040 -4.939 4.506 -0.291
C -7.069 -3.872 3.621 -0.019
C -7.990 -2.849 3.816 -0.075
C -8.865 -2.898 4.899 -0.085
C -8.823 -3.972 5.784 -0.075
C -7.909 -5.001 5.584 -0.018
H -6.375 -3.847 2.789 0.115
H -8.027 -2.012 3.125 0.096
H -9.580 -2.097 5.052 0.073
H -9.502 -4.006 6.629 0.107
H -7.869 -5.849 6.257 0.116
```

Computed properties:
maximum force: 4.94 eV Å⁻¹
E: -182064.02652 eV
SMILES: N=[PH2]c1cccc2c1Sc1c(CCCCC(F)(F)C(F)(F)S(F)(F)(F)(F)F)ccc(CCOCC(F)(F)C(F)(F)C(F)(F)C(F)F)c1N2CC(=O)c1ccccc1.Fc1ccccc1.Fc1ccccc1.Fc1ccccc1.Fc1ccccc1.Fc1ccccc1.Fc1ccccc1.Fc1ccccc1